[1]
DFT (ωB97M-V/def2-TZVPD) results for 9 unconnected molecules or ions with the total composition C35H70O11 in a non-equilibrium geometry.

Last column: Löwdin charge in e.
CARTESIAN COORDINATES (ANGSTROEM)
C (-2.99879, -1.69354, -1.80662)  0.0085
O (-3.10701, -0.76341, -0.66315)  0.0013
C (-3.30197, 0.50911, -1.00450)  -0.6060
O (-3.60272, 0.97991, -2.06322)  0.1145
O (-3.35708, 1.19551, 0.16273)  -0.0194
C (-3.76413, 2.50566, -0.01992)  -0.0721
H (-2.27960, -2.38794, -1.47695)  0.0619
H (-2.50488, -1.17747, -2.67863)  0.0803
H (-3.92696, -2.16219, -2.02929)  0.0933
H (-2.85379, 3.13003, 0.01959)  0.0867
H (-4.40676, 2.83477, 0.84620)  0.1014
H (-4.28643, 2.71742, -0.94693)  0.0931
C (7.36758, 2.04114, -0.64073)  -0.1384
C (5.96518, 1.41588, -0.90821)  -0.1442
C (5.54176, 1.17552, 0.51392)  -0.2411
O (6.69413, 0.78224, 1.21708)  -0.1295
C (7.71974, 1.61479, 0.80763)  -0.2250
H (7.28680, 3.14630, -0.67880)  0.1076
H (8.18181, 1.74771, -1.33238)  0.1085
H (6.05407, 0.48032, -1.36363)  0.0860
H (5.26167, 2.12588, -1.41051)  0.1256
H (4.79132, 0.36280, 0.68407)  0.1281
H (5.16022, 2.09406, 0.97600)  0.1211
H (8.60215, 1.12430, 0.89933)  0.0827
H (7.74370, 2.52254, 1.43082)  0.1213
C (3.48066, -3.54938, -1.77198)  -0.1651
C (2.88555, -3.40827, -0.34284)  -0.1546
C (1.42748, -3.18243, -0.58056)  -0.1942
O (1.29682, -2.67054, -1.93373)  -0.1616
C (2.33994, -3.25864, -2.71519)  -0.2269
H (3.96338, -4.57753, -1.90577)  0.1231
H (4.34632, -2.87869, -2.00721)  0.1114
H (3.25522, -2.50752, 0.17757)  0.1086
H (3.20639, -4.22746, 0.27011)  0.1015
H (1.05306, -2.52681, 0.18248)  0.0917
H (0.78529, -4.10739, -0.51517)  0.1357
H (2.55026, -2.44950, -3.48332)  0.1254
H (2.08778, -4.22302, -3.21925)  0.1182
C (-0.35862, 1.29229, -3.05058)  -0.1412
C (0.39791, 1.61397, -4.39979)  -0.1354
C (1.68510, 0.99660, -4.01481)  -0.2307
O (1.34233, -0.21562, -3.37385)  -0.1429
C (0.09082, -0.12168, -2.74285)  -0.2237
H (-1.42942, 1.52499, -2.98945)  0.1058
H (0.11525, 1.93811, -2.30324)  0.0845
H (0.34070, 2.71206, -4.53703)  0.1244
H (-0.09577, 1.11072, -5.21721)  0.0928
H (2.23273, 1.69952, -3.33852)  0.1262
H (2.40396, 0.81229, -4.83211)  0.1279
H (0.24343, -0.36640, -1.66492)  0.1094
H (-0.66694, -0.83923, -3.17192)  0.1093
C (1.54510, 1.00849, 4.10155)  -0.1773
C (0.05096, 1.08506, 4.35275)  -0.1858
C (0.01969, 1.97286, 5.57555)  -0.1800
O (1.17577, 1.54136, 6.40114)  -0.1427
C (2.17447, 0.91278, 5.53893)  -0.1628
H (1.95103, 1.98891, 3.80707)  0.1048
H (2.02090, 0.34529, 3.39452)  0.0974
H (-0.34289, 0.08052, 4.70012)  0.1177
H (-0.58866, 1.57247, 3.56941)  0.1196
H (-0.84609, 1.92618, 6.22753)  0.1180
H (0.15236, 2.99787, 5.25647)  0.1082
H (2.40357, -0.08677, 5.74132)  0.0915
H (3.04153, 1.51722, 5.41409)  0.1002
C (-0.22315, -3.18771, -5.68097)  -0.1451
C (-1.03408, -2.00445, -6.31606)  -0.1420
C (-2.32739, -2.16744, -5.59193)  -0.1888
O (-2.06251, -2.80891, -4.28688)  -0.1761
C (-1.16548, -3.81253, -4.70753)  -0.2394
H (0.66963, -2.67057, -5.15550)  0.1288
H (0.13275, -3.75695, -6.49509)  0.0903
H (-1.26259, -2.21207, -7.36765)  0.1156
H (-0.55509, -1.04640, -6.03185)  0.1017
H (-2.88750, -2.90740, -6.13318)  0.1041
H (-3.06505, -1.40155, -5.36073)  0.1269
H (-1.75803, -4.67734, -5.11191)  0.1352
H (-0.60468, -4.12101, -3.80510)  0.1210
C (0.19463, 1.78621, 0.44265)  -0.1627
C (0.23519, 3.22896, 0.86619)  -0.1713
C (1.32148, 3.80609, -0.00591)  -0.1981
O (2.19278, 2.73601, -0.39585)  -0.1356
C (1.67270, 1.51497, 0.05281)  -0.2059
H (-0.46403, 1.72443, -0.42037)  0.0785
H (-0.21178, 1.00960, 1.11646)  0.1075
H (0.51266, 3.35622, 1.92202)  0.1075
H (-0.71409, 3.77234, 0.64169)  0.1128
H (1.98144, 4.63141, 0.32918)  0.1241
H (0.82333, 4.27461, -0.92214)  0.1290
H (2.17946, 1.07860, 0.91690)  0.0989
H (1.66511, 0.70715, -0.71967)  0.1123
C (-6.88736, 1.21717, 3.01302)  -0.1604
C (-7.28589, 2.60075, 3.56425)  -0.1721
C (-6.04802, 3.43002, 3.81013)  -0.2373
O (-4.95871, 2.66898, 3.32580)  -0.1721
C (-5.38688, 1.26816, 3.25534)  -0.1723
H (-7.16815, 1.05129, 1.96305)  0.1129
H (-7.28128, 0.39642, 3.52364)  0.0833
H (-7.77747, 2.41619, 4.55367)  0.1173
H (-8.01237, 3.10794, 2.85384)  0.1249
H (-5.93720, 3.61282, 4.88665)  0.1085
H (-6.09255, 4.47197, 3.37726)  0.1305
H (-5.15904, 0.92337, 4.28625)  0.1256
H (-4.76045, 0.74676, 2.50597)  0.1152
C (-0.97874, -1.75188, 2.49959)  -0.1777
C (-0.66091, -2.65228, 3.69037)  -0.1407
C (-0.00605, -3.86087, 2.95387)  -0.2103
O (-0.58189, -3.93098, 1.68975)  -0.1454
C (-1.42222, -2.77340, 1.47762)  -0.1914
H (-0.09560, -1.24701, 2.19239)  0.0787
H (-1.83266, -0.94013, 2.59415)  0.1554
H (-1.57730, -2.97678, 4.14248)  0.1059
H (-0.05230, -2.23753, 4.45868)  0.0893
H (-0.31774, -4.76583, 3.48760)  0.1172
H (1.05681, -3.85368, 2.95424)  0.1034
H (-2.46416, -3.01884, 1.59532)  0.1184
H (-1.27496, -2.52881, 0.43229)  0.0895

## Properties
orbital gap: 9.87 eV
largest force on an atom: 3.56 eV Å⁻¹
calculated total energy: -2202.9794 hartree
structure (SMILES): COC(=O)OC.C1CCOC1.C1CCOC1.C1CCOC1.C1CCOC1.C1CCOC1.C1CCOC1.C1CCOC1.C1CCOC1
energy relative to the best compared isomer or geometry (same formula, charge and spin): 66.6 kcal per mole
total charge: 0



[2]
DFT (ωB97M-V/def2-TZVPD) results for 9 unconnected molecules or ions with the total composition C35H71BrCl3NO16S2 in a non-equilibrium geometry.

Last column: Löwdin charge in e.
CARTESIAN COORDINATES (ANGSTROEM)
C (-0.64664, 2.48072, 5.59032)  -0.0597
C (0.75286, 1.85845, 5.51908)  -0.2460
O (0.75385, 0.44058, 5.62407)  -0.1326
C (1.05248, -0.27526, 4.45308)  -0.2018
C (-0.17801, -0.78550, 3.74374)  -0.1912
O (-0.87024, 0.32816, 3.17922)  -0.1195
C (-2.05212, 0.00964, 2.48681)  -0.1778
C (-1.77724, 0.07932, 0.97512)  -0.2387
C (-1.38606, -1.25307, 0.29328)  -0.2013
C (-2.22361, -2.46777, 0.71563)  -0.5893
Cl (-1.40760, -3.30569, 2.00416)  0.7763
C (-3.40784, -2.95367, 0.33765)  -0.7053
C (-4.30417, -2.49285, -0.77216)  -0.0954
Cl (-4.03887, -4.32882, 1.16642)  0.7034
C (-0.88752, -1.04517, -1.19854)  -0.2780
C (0.57540, -0.52125, -1.05239)  -0.1439
C (1.43555, -0.33910, -2.31929)  -0.1726
C (2.72491, -1.16926, -2.34103)  -0.2032
C (3.64188, -1.09406, -1.12042)  -0.2882
S (3.87148, 0.54159, -0.47816)  0.3372
O (4.05949, 1.46531, -1.54832)  -0.3164
O (2.93388, 0.79976, 0.57123)  -0.3390
Cl (5.69655, 0.31034, 0.42634)  0.3874
C (-0.89082, -2.38140, -2.00695)  -0.1298
C (-0.38136, -3.68766, -1.40043)  -0.1411
C (0.89017, -3.80195, -0.81839)  -0.0451
C (1.35752, -4.98002, -0.24592)  -0.0843
C (0.55349, -6.11560, -0.28007)  -0.0736
C (-0.67784, -6.04902, -0.93048)  -0.0444
C (-1.15908, -4.86282, -1.50351)  -0.2116
C (-2.46281, -4.96750, -2.25889)  -0.0356
C (-1.72359, 0.10249, -1.93808)  -0.6342
Br (-2.28179, -0.42560, -3.75711)  0.9310
C (-1.04792, 1.45627, -2.11087)  -0.2110
C (-1.93349, 2.55310, -2.72033)  -0.1249
C (-1.16583, 3.84978, -2.56499)  -0.5270
N (-1.69799, 4.85623, -1.72247)  0.1302
O (-0.13571, 4.00671, -3.10435)  0.1303
O (-3.00966, 0.31977, -1.29622)  -0.2737
S (-3.07735, 0.94851, 0.15872)  0.6621
O (-4.36074, 0.58510, 0.66821)  -0.2400
O (-2.74363, 2.34284, 0.10813)  -0.2507
H (-0.76721, 3.08482, 6.48774)  0.0699
H (-0.81152, 3.08602, 4.70404)  0.0428
H (-1.38970, 1.68271, 5.58683)  0.0732
H (1.36736, 2.23086, 6.34376)  0.1138
H (1.24830, 2.17130, 4.59701)  0.1026
H (1.65492, 0.31921, 3.75596)  0.1261
H (1.64816, -1.15049, 4.73940)  0.1222
H (0.11933, -1.48673, 2.95542)  0.0714
H (-0.83086, -1.29477, 4.46024)  0.1367
H (-2.45258, -0.96417, 2.77696)  0.0956
H (-2.79992, 0.75989, 2.75462)  0.1346
H (-0.90639, 0.73140, 0.87515)  0.1357
H (-0.44901, -1.44764, 0.81499)  0.0981
H (-4.87174, -1.61110, -0.49496)  0.0746
H (-3.76492, -2.28095, -1.69219)  0.0441
H (-5.02539, -3.27706, -0.99941)  0.0728
H (1.07759, -1.21491, -0.38932)  0.0914
H (0.58591, 0.40821, -0.48356)  0.0996
H (0.88059, -0.54924, -3.23729)  0.1096
H (1.71561, 0.71410, -2.40940)  0.1031
H (2.47848, -2.22121, -2.48942)  0.0814
H (3.29294, -0.87515, -3.22601)  0.1262
H (4.63744, -1.44024, -1.39877)  0.0905
H (3.32023, -1.72651, -0.29089)  0.0992
H (-1.91348, -2.57812, -2.31481)  0.0318
H (-0.35404, -2.20959, -2.94118)  0.0962
H (1.55859, -2.96441, -0.79678)  0.0688
H (2.32920, -4.99581, 0.22975)  0.0967
H (0.87790, -7.04362, 0.17318)  0.1009
H (-1.29005, -6.94310, -0.98913)  0.1114
H (-2.27506, -5.38448, -3.25262)  0.0935
H (-2.99326, -4.03027, -2.40434)  0.0444
H (-3.14061, -5.64954, -1.74592)  0.0799
H (-0.18504, 1.37254, -2.76194)  0.1035
H (-0.67905, 1.80621, -1.14436)  0.1207
H (-2.88811, 2.63448, -2.21423)  0.0988
H (-2.06584, 2.37981, -3.78750)  0.1009
H (-1.30703, 4.73485, -0.79082)  0.1049
H (-2.69395, 4.69966, -1.60092)  0.0824
C (4.07046, 6.56445, 0.04341)  -0.1549
O (2.70075, 6.94076, 0.11786)  -0.1347
H (4.50304, 6.74778, 1.02425)  0.0778
H (4.18616, 5.50458, -0.19874)  0.0752
H (4.61412, 7.15986, -0.69445)  0.0747
H (2.30325, 6.78431, -0.74381)  0.0765
C (1.42775, 4.82028, 2.35141)  -0.1441
O (0.44583, 4.58482, 3.36140)  -0.1338
H (2.39621, 4.83504, 2.84603)  0.0809
H (1.42807, 4.01659, 1.60760)  0.0746
H (1.27910, 5.77516, 1.84829)  0.0600
H (-0.41455, 4.57774, 2.93471)  0.0692
C (4.64376, -4.62792, -3.40769)  -0.1425
O (3.35587, -4.22148, -2.94598)  -0.1374
H (5.28846, -3.75096, -3.37176)  0.0766
H (5.06202, -5.40898, -2.77248)  0.0721
H (4.59916, -4.99596, -4.43334)  0.0755
H (2.77932, -4.98998, -2.97273)  0.0775
C (-4.05959, 7.87409, -2.99071)  -0.1336
O (-3.50175, 7.14825, -1.89935)  -0.1585
H (-5.08904, 8.10373, -2.72932)  0.0836
H (-3.52571, 8.81121, -3.16326)  0.0800
H (-4.04862, 7.27935, -3.90720)  0.0775
H (-2.58940, 6.91362, -2.11015)  0.0544
C (-2.22900, 9.66951, 0.27678)  -0.1719
O (-3.54575, 9.16012, 0.17225)  -0.1351
H (-2.29284, 10.64343, 0.75821)  0.0742
H (-1.58597, 9.02657, 0.88607)  0.0730
H (-1.76355, 9.80162, -0.70646)  0.0712
H (-3.49309, 8.29693, -0.26034)  0.0335
C (-5.59320, -1.02246, 3.33400)  -0.1410
O (-4.55740, -1.89388, 3.78234)  -0.1411
H (-5.24700, -0.54435, 2.42327)  0.0451
H (-6.50865, -1.57537, 3.10577)  0.0797
H (-5.81808, -0.24981, 4.07453)  0.0814
H (-4.87012, -2.32844, 4.57851)  0.0754
C (3.20620, -4.63599, 3.62348)  -0.1475
O (2.59454, -3.86753, 2.59245)  -0.1394
H (2.84994, -5.65701, 3.50839)  0.0785
H (4.29598, -4.63254, 3.53936)  0.0772
H (2.92299, -4.27742, 4.61620)  0.0761
H (2.89253, -2.95850, 2.68618)  0.0669
C (6.28144, -8.10464, -4.54014)  -0.1526
O (4.98259, -7.74358, -4.08333)  -0.1361
H (6.89514, -7.20804, -4.48913)  0.0767
H (6.73292, -8.87303, -3.90803)  0.0767
H (6.26273, -8.45635, -5.57444)  0.0768
H (4.42521, -8.52413, -4.12105)  0.0748

## Properties
orbital gap: 9.02 eV
largest force on an atom: 2.99 eV Å⁻¹
calculated total energy: -7385.5764 hartree
structure (SMILES): CCOCCOC[C@H]1[C@@H](/C(Cl)=C(\C)Cl)[C@@](CCCCS(=O)(=O)Cl)(Cc2ccccc2C)[C@](Br)(CCC(N)=O)OS1(=O)=O.CO.CO.CO.CO.CO.CO.CO.CO
total charge: 0